Entry 1:
This record from the OMol25 dataset describes a structure of composition C6H8IrN2O12. The level of theory is ωB97M-V with the def2-TZVPD basis set.

Geometry as XYZ:
```
29
Properties=species:S:1:pos:R:3
Ir -0.51 -0.58 -0.24
O 0.71 2.74 2.18
C 0.29 1.60 1.66
O 0.81 1.04 0.72
C -0.94 1.04 2.35
O -1.14 -0.26 1.82
C -0.51 -1.33 2.58
C 0.81 -1.78 1.98
O 1.65 -2.26 2.70
O 0.90 -1.69 0.68
H 1.47 3.04 1.65
H -1.79 1.66 2.09
H -0.82 1.01 3.43
H -1.21 -2.17 2.55
H -0.38 -1.03 3.62
O 2.04 2.28 -3.35
C 1.33 2.12 -2.46
O 0.61 2.01 -1.55
C 0.89 -0.68 -2.81
O 1.34 -1.03 -3.85
O 0.16 -1.33 -1.95
O -3.36 1.90 -1.71
N -2.50 1.45 -1.01
O -1.91 0.35 -1.41
O -2.15 1.93 0.07
N -1.64 -2.21 -0.46
H -1.01 -3.02 -0.48
H -2.12 -2.16 -1.36
H -2.34 -2.34 0.26
```

E_LUMO (spin up / spin down)	-0.53 / -0.60	eV
energy relative to the best compared isomer or geometry (same formula, charge and spin)	4.47	kcal per mole
charge	0
orbital gap (spin up / spin down)	7.149 / 9.093	eV
E_tot	-1350.0568	Eh
multiplicity	2

Entry 2:
This record from the OMol25 dataset describes a structure of composition C23H17IrN4SSe2. The level of theory is ωB97M-V with the def2-TZVPD basis set.

Geometry as XYZ:
```
48
Properties=species:S:1:pos:R:3
Ir -0.89 -0.35 0.52
Se -2.53 -2.33 0.46
Se -2.98 0.52 -0.45
C -1.87 0.22 -1.98
C -2.13 0.33 -3.33
C -1.08 0.09 -4.21
C 0.17 -0.26 -3.73
C 0.35 -0.37 -2.36
N -0.65 -0.14 -1.52
C -2.47 -1.78 2.29
C -3.17 -2.28 3.36
C -2.93 -1.72 4.61
C -2.02 -0.69 4.74
C -1.36 -0.23 3.62
N -1.59 -0.77 2.42
H -3.11 0.61 -3.67
H -1.25 0.18 -5.28
H 0.99 -0.45 -4.39
H 1.29 -0.66 -1.91
H -3.88 -3.08 3.22
H -3.46 -2.10 5.48
H -1.81 -0.24 5.70
H -0.65 0.59 3.65
C 2.26 -5.26 0.36
C 2.77 -4.51 1.40
C 2.33 -3.21 1.62
C 1.37 -2.64 0.78
C 0.85 -3.40 -0.26
C 1.28 -4.70 -0.46
N 0.92 -1.33 0.95
N 1.74 -0.42 1.52
C 2.63 1.41 2.08
C 2.91 2.69 2.36
C 1.97 3.75 2.14
C 0.72 3.71 1.60
C -0.11 2.64 1.10
C 0.17 1.31 1.06
H 2.60 -6.27 0.19
H 3.51 -4.93 2.06
H 2.69 -2.68 2.49
H 0.11 -2.97 -0.93
H 0.87 -5.28 -1.28
H 3.88 2.96 2.76
H 2.32 4.73 2.42
H 0.24 4.68 1.53
H -1.07 2.96 0.71
S 3.38 -0.19 2.13
C 1.42 0.86 1.55
```

E_LUMO (spin up / spin down)	-2.98 / -5.24	eV
energy relative to the best compared isomer or geometry (same formula, charge and spin)	0.74	kcal per mole
charge	+1
orbital gap (spin up / spin down)	6.536 / 4.273	eV
E_tot	-6410.7843	Eh
multiplicity	2

Entry 3:
This record from the OMol25 dataset describes a structure of composition FIn. The level of theory is ωB97M-V with the def2-TZVPD basis set.

Geometry as XYZ:
```
2
Properties=species:S:1:pos:R:3
In -0.27 -0.07 1.37
F 0.27 0.07 -1.37
```

E_LUMO	-19.60	eV
energy relative to the best compared isomer or geometry (same formula, charge and spin)	50.35	kcal per mole
charge	+2
orbital gap	6.385	eV
E_tot	-288.8684	Eh

Entry 4:
This record from the OMol25 dataset describes a structure of composition C10Cs2F30KN5O20S10. The level of theory is ωB97M-V with the def2-TZVPD basis set.

Geometry as XYZ:
```
78
Properties=species:S:1:pos:R:3
K -4.75 2.68 1.72
Cs -1.47 -2.65 3.82
Cs -2.15 3.30 -1.21
C -5.69 -3.11 0.71
F -5.69 -1.77 0.63
F -5.26 -3.58 -0.46
F -4.84 -3.51 1.66
S -7.42 -3.76 1.16
O -7.95 -2.73 2.02
O -8.06 -3.97 -0.13
N -7.03 -5.14 2.10
S -8.27 -6.03 1.92
O -9.55 -5.38 2.16
O -8.20 -6.91 0.77
C -8.16 -7.12 3.50
F -7.28 -8.11 3.25
F -7.69 -6.42 4.53
F -9.33 -7.65 3.80
C 0.33 2.48 1.48
F 1.42 2.20 2.12
F 0.14 3.80 1.58
F 0.36 2.02 0.25
S -1.18 1.61 2.36
O -0.76 0.46 3.14
O -1.69 2.70 3.14
N -2.29 1.27 1.07
S -1.90 -0.20 0.70
O -0.48 -0.46 0.50
O -2.56 -1.19 1.49
C -2.77 -0.36 -0.96
F -2.19 0.49 -1.82
F -2.65 -1.57 -1.43
F -4.06 -0.02 -0.95
C 6.91 0.47 3.10
F 5.64 0.35 2.73
F 7.41 -0.72 3.41
F 7.54 0.97 2.04
S 7.14 1.64 4.56
O 6.50 1.03 5.73
O 8.56 1.82 4.74
N 6.53 3.06 3.91
S 5.10 3.31 4.49
O 4.29 2.14 4.64
O 4.97 4.28 5.55
C 4.25 4.14 3.00
F 4.92 5.22 2.58
F 4.21 3.26 2.00
F 3.03 4.49 3.39
C 2.35 4.93 -1.11
F 1.91 3.70 -1.36
F 2.29 5.24 0.19
F 3.62 5.04 -1.45
S 1.28 6.18 -2.04
O -0.09 5.79 -1.78
O 1.66 7.48 -1.56
N 1.78 5.88 -3.59
S 2.45 7.05 -4.40
O 3.58 7.61 -3.71
O 2.70 6.67 -5.78
C 1.19 8.49 -4.51
F 1.76 9.54 -3.93
F 0.97 8.79 -5.79
F 0.04 8.26 -3.87
C 2.59 -7.15 -4.90
F 3.42 -7.52 -5.87
F 1.63 -8.10 -4.85
F 3.22 -7.09 -3.75
S 1.71 -5.55 -5.35
O 2.77 -4.68 -5.84
O 0.71 -5.96 -6.30
N 0.98 -5.20 -3.89
S 1.67 -3.98 -3.17
O 2.99 -4.21 -2.60
O 1.44 -2.72 -3.88
C 0.52 -3.88 -1.64
F -0.74 -3.96 -1.97
F 0.92 -4.77 -0.74
F 0.79 -2.69 -1.04
```

E_LUMO	-0.45	eV
energy relative to the best compared isomer or geometry (same formula, charge and spin)	0.00	kcal per mole
charge	-2
orbital gap	5.150	eV
E_tot	-9777.7651	Eh

Entry 5:
This record from the OMol25 dataset describes the ion C7H11N2O4 with charge -1. The level of theory is ωB97M-V with the def2-TZVPD basis set.

Geometry as XYZ:
```
24
Properties=species:S:1:pos:R:3
C -1.99 2.42 0.37
C -1.65 1.06 -0.18
O -2.56 0.39 -0.62
N -0.33 0.63 -0.04
C 0.76 1.40 0.63
C 1.83 0.41 0.92
N 2.08 -0.28 -0.32
O 2.66 -1.38 -0.24
C -0.06 -0.57 -0.61
O 0.02 -0.52 -2.09
C -0.30 -1.75 0.06
C -0.09 -3.11 -0.63
O -0.65 -1.73 1.27
H -1.18 3.18 0.16
H -2.09 2.26 1.40
H -2.93 2.89 -0.01
H 0.39 2.07 1.54
H 1.10 2.06 -0.25
H 2.87 0.92 1.25
H 1.59 -0.27 1.77
H 0.56 0.28 -2.20
H -0.83 -3.50 -1.35
H -0.12 -3.75 0.19
H 0.93 -3.10 -1.03
```

E_LUMO	3.44	eV
energy relative to the best compared isomer or geometry (same formula, charge and spin)	91.06	kcal per mole
charge	-1
orbital gap	6.316	eV
E_tot	-683.7146	Eh

Entry 6:
This record from the OMol25 dataset describes a cluster of 2 separate species, C27H45BrClF5NO7P3S2 in total. The level of theory is ωB97M-V with the def2-TZVPD basis set.

Geometry as XYZ:
```
92
Properties=species:S:1:pos:R:3
C 9.35 -0.52 1.51
O 8.17 -0.75 0.71
C 8.51 -0.70 -0.71
C 7.95 -2.06 -1.38
C 6.51 -1.92 -2.09
C 5.57 -0.78 -1.44
C 4.01 -1.27 -1.46
C 3.81 -2.21 -0.17
C 3.18 -1.49 1.11
C 1.64 -0.99 0.88
C 0.67 -2.21 0.68
C -0.75 -1.92 -0.08
C -1.08 -3.34 -0.74
F -0.83 -4.43 0.19
F -0.12 -3.56 -1.82
C -2.50 -3.59 -1.36
C -2.88 -3.32 -2.87
C -4.27 -3.62 -3.47
C -5.41 -4.23 -2.61
C -5.09 -4.51 -1.12
C -6.22 -5.19 -0.21
F -5.81 -6.56 -0.02
F -7.47 -5.28 -0.91
F -6.35 -4.62 1.07
C -3.68 -4.21 -0.51
C -0.70 -0.83 -1.24
C -1.47 0.57 -1.04
P -1.78 1.11 -2.89
S -2.21 2.99 -3.10
P -0.31 2.06 -0.55
O 1.15 1.79 -1.48
Cl 0.31 2.06 1.43
C -2.88 0.56 -0.27
C -3.05 1.79 0.79
P -4.41 0.74 -1.44
O -4.63 -0.74 -2.32
Br -6.35 0.77 -0.20
O -3.19 -0.65 0.50
S -1.91 -1.37 1.25
O -2.43 -2.65 1.89
O -1.27 -0.59 2.37
H 9.01 -0.17 2.55
H 9.95 -1.48 1.63
H 10.04 0.30 1.07
H 9.65 -0.67 -0.87
H 8.09 0.23 -1.22
H 8.72 -2.36 -2.20
H 7.94 -2.86 -0.56
H 6.00 -2.95 -1.98
H 6.68 -1.70 -3.20
H 5.81 -0.62 -0.33
H 5.59 0.19 -2.04
H 3.27 -0.41 -1.54
H 3.94 -1.97 -2.38
H 4.87 -2.58 0.15
H 3.26 -3.16 -0.51
H 3.82 -0.58 1.36
H 3.16 -2.20 2.03
H 1.36 -0.49 1.89
H 1.69 -0.20 0.06
H 1.26 -3.08 0.20
H 0.36 -2.60 1.72
H -2.04 -2.89 -3.53
H -4.44 -3.37 -4.58
H -6.42 -4.46 -3.08
H -3.56 -4.50 0.60
H -1.18 -1.33 -2.17
H 0.40 -0.68 -1.56
H -2.60 0.18 -3.60
H -0.45 0.96 -3.48
H 1.92 1.93 -0.87
H -2.88 2.82 0.30
H -2.41 1.63 1.74
H -4.13 1.84 1.21
H -4.77 -0.51 -3.28
C -4.36 5.85 4.58
O -3.87 4.88 3.67
C -3.83 5.30 2.31
C -2.56 6.10 1.94
C -2.60 7.55 2.41
N -1.34 5.46 2.45
H -5.15 6.46 4.13
H -3.55 6.49 4.93
H -4.77 5.33 5.44
H -3.83 4.38 1.72
H -4.74 5.84 2.05
H -2.50 6.12 0.84
H -2.44 7.64 3.49
H -1.81 8.13 1.92
H -3.56 8.02 2.16
H -1.28 4.52 2.06
H -1.48 5.30 3.45
```

E_LUMO	-0.70	eV
charge	0
orbital gap	8.069	eV
E_tot	-6990.8831	Eh